{
  "formula": "C53H47GeHfN5O5",
  "method": "ωB97M-V/def2-TZVPD",
  "homo_lumo_gap_ha": [0.2599, 0.1954],
  "multiplicity": 2,
  "homo_energy_ev": [-10.04, -10.15],
  "total_charge": 1,
  "max_force_ev_per_a": 4.2,
  "elements": ["Hf", "O", "C", "C", "C", "C", "C", "C", "C", "N", "N", "C", "O", "C", "C", "C", "C", "C", "C", "H", "H", "H", "H", "H", "H", "H", "H", "H", "H", "C", "O", "C", "C", "C", "C", "C", "C", "N", "C", "N", "C", "C", "C", "C", "C", "C", "O", "C", "N", "C", "C", "C", "C", "C", "C", "O", "C", "H", "H", "H", "H", "H", "H", "H", "H", "H", "H", "H", "H", "H", "H", "H", "H", "H", "H", "H", "H", "H", "H", "C", "Ge", "C", "C", "C", "C", "C", "C", "C", "C", "C", "C", "C", "C", "C", "C", "C", "C", "H", "H", "H", "H", "H", "H", "H", "H", "H", "H", "H", "H", "H", "H", "H"],
  "xyz": [[0.523, 1.212, 0.518], [0.579, 3.122, 0.247], [1.559, 3.718, -0.401], [1.244, 4.806, -1.233], [2.220, 5.504, -1.905], [3.562, 5.156, -1.761], [3.905, 4.101, -0.948], [2.935, 3.357, -0.251], [3.337, 2.364, 0.704], [2.465, 1.553, 1.213], [2.770, 0.792, 2.306], [1.711, 0.213, 2.813], [0.521, 0.350, 2.300], [1.868, -0.603, 4.024], [0.733, -1.116, 4.653], [0.856, -1.913, 5.775], [2.114, -2.203, 6.282], [3.246, -1.700, 5.657], [3.129, -0.908, 4.531], [0.202, 5.083, -1.322], [1.942, 6.331, -2.540], [4.320, 5.725, -2.276], [4.940, 3.814, -0.836], [4.360, 2.367, 1.077], [-0.240, -0.871, 4.253], [-0.030, -2.306, 6.254], [2.208, -2.818, 7.165], [4.222, -1.933, 6.055], [3.999, -0.527, 4.022], [-3.523, -1.808, -1.914], [-3.767, -0.721, -2.788], [-4.852, 0.075, -2.459], [-5.990, -0.010, -3.253], [-7.101, 0.772, -2.995], [-7.095, 1.642, -1.917], [-5.969, 1.739, -1.127], [-4.827, 0.984, -1.391], [-3.761, 1.150, -0.493], [-2.412, 1.098, -0.650], [-1.926, 1.018, -1.898], [-0.639, 1.245, -2.404], [0.548, 1.125, -1.686], [1.742, 1.362, -2.376], [1.752, 1.699, -3.718], [0.567, 1.813, -4.424], [-0.635, 1.592, -3.776], [-1.868, 1.624, -4.370], [-2.127, 2.587, -5.370], [-1.604, 1.208, 0.379], [-2.065, 1.378, 1.701], [-1.538, 2.438, 2.439], [-1.907, 2.620, 3.761], [-2.796, 1.738, 4.352], [-3.319, 0.672, 3.638], [-2.955, 0.474, 2.313], [-3.374, -0.566, 1.527], [-4.118, -1.605, 2.125], [-2.564, -2.234, -2.210], [-4.307, -2.567, -2.013], [-3.474, -1.482, -0.871], [-5.986, -0.712, -4.074], [-7.974, 0.688, -3.623], [-7.962, 2.245, -1.692], [-5.955, 2.411, -0.281], [-4.058, 1.464, 0.421], [-2.603, 0.924, -2.652], [2.695, 1.263, -1.872], [2.691, 1.859, -4.223], [0.596, 2.042, -5.477], [-1.347, 2.623, -6.131], [-2.238, 3.579, -4.918], [-3.068, 2.288, -5.833], [-0.859, 3.126, 1.942], [-1.501, 3.446, 4.323], [-3.084, 1.873, 5.382], [-4.005, -0.004, 4.123], [-4.268, -2.346, 1.342], [-5.092, -1.249, 2.471], [-3.575, -2.059, 2.958], [-0.871, -2.336, 0.909], [0.723, -1.446, 0.046], [0.827, -2.525, -1.663], [0.768, -2.016, -2.950], [0.771, -2.858, -4.049], [0.829, -4.228, -3.868], [0.898, -4.750, -2.587], [0.907, -3.902, -1.496], [2.246, -2.190, 1.134], [1.975, -3.053, 2.167], [2.998, -3.643, 2.919], [4.304, -3.358, 2.645], [4.637, -2.468, 1.603], [5.977, -2.159, 1.290], [6.284, -1.266, 0.301], [5.256, -0.654, -0.433], [3.949, -0.961, -0.175], [3.595, -1.866, 0.845], [-0.756, -3.417, 0.866], [-1.776, -2.081, 0.371], [-0.977, -2.031, 1.947], [0.724, -0.950, -3.108], [0.726, -2.443, -5.045], [0.828, -4.887, -4.721], [0.945, -5.818, -2.436], [0.987, -4.307, -0.496], [0.955, -3.301, 2.415], [2.738, -4.314, 3.723], [5.099, -3.800, 3.227], [6.762, -2.658, 1.841], [7.314, -1.039, 0.066], [5.508, 0.052, -1.212], [3.149, -0.521, -0.768]],
  "forces_ev_per_angstrom": [[-2.3, 1.2, -1.2], [0.2, 1.6, 0.0], [1.0, 1.2, -0.5], [-0.1, -0.2, 0.2], [0.0, -0.2, 0.1], [0.2, -0.1, 0.0], [-0.1, 0.0, 0.0], [-0.6, 0.3, -0.1], [-0.1, 0.0, 0.3], [1.3, 0.4, 0.3], [0.6, -0.5, 1.0], [1.5, 0.3, 0.4], [-0.2, -0.9, 1.4], [-0.1, -0.2, 0.3], [0.1, 0.2, -0.2], [-0.1, 0.0, 0.0], [0.0, 0.0, 0.0], [0.0, 0.0, 0.1], [-0.2, 0.2, 0.0], [0.0, 0.0, 0.0], [0.0, 0.1, 0.0], [0.1, 0.0, 0.0], [0.2, 0.0, 0.1], [0.0, -0.2, 0.0], [-0.1, 0.0, 0.0], [0.0, 0.0, 0.0], [0.0, 0.0, 0.0], [0.1, 0.0, 0.0], [0.2, 0.1, 0.0], [0.1, -0.3, 0.2], [-0.5, 0.5, -0.2], [0.1, -0.2, 0.0], [0.1, 0.0, 0.0], [0.0, -0.1, 0.0], [0.0, 0.0, 0.0], [0.0, 0.0, -0.1], [-0.2, -0.1, -0.5], [0.6, 0.1, 0.3], [-0.7, 0.2, -1.0], [-0.6, 0.0, 0.0], [0.4, 0.1, -0.5], [-0.1, -0.8, -0.7], [0.0, -0.2, -0.3], [0.2, 0.0, 0.3], [-0.3, 0.0, -0.1], [-0.1, 0.0, 0.4], [0.3, -0.3, 0.2], [-0.1, 0.3, -0.2], [-0.3, -0.3, 0.2], [-0.7, 0.3, 0.4], [-0.4, -0.1, -0.2], [0.1, -0.1, 0.1], [0.1, 0.2, -0.1], [-0.1, -0.2, -0.1], [0.2, -0.3, -0.2], [0.3, 0.5, 0.3], [-0.2, -0.2, 0.1], [0.0, 0.0, 0.0], [0.0, 0.1, 0.0], [0.0, 0.0, 0.0], [0.1, 0.0, 0.0], [-0.1, 0.0, -0.1], [0.0, 0.0, 0.0], [0.0, 0.1, 0.1], [0.2, -0.2, 0.0], [0.1, 0.0, 0.3], [0.0, 0.0, 0.0], [0.1, 0.0, -0.1], [-0.1, 0.1, -0.1], [-0.1, -0.1, 0.0], [0.0, -0.1, -0.1], [0.1, 0.1, 0.0], [-0.2, 0.1, 0.1], [0.0, 0.1, 0.1], [-0.1, 0.0, 0.1], [-0.1, -0.1, 0.0], [0.0, 0.0, 0.1], [0.0, 0.0, 0.0], [0.0, 0.0, 0.0], [0.1, 0.7, -0.1], [0.2, -4.1, -0.7], [0.0, 0.9, 0.5], [0.0, 0.2, 0.0], [0.0, 0.0, -0.1], [0.0, 0.0, -0.1], [0.0, -0.2, 0.0], [0.0, 0.0, 0.3], [-0.3, 0.4, -0.2], [-0.4, 0.1, -0.4], [0.4, -0.2, 0.0], [-0.2, -0.1, 0.0], [-0.2, 0.1, -0.2], [0.2, 0.1, -0.1], [0.1, -0.1, 0.2], [-0.3, 0.1, -0.1], [0.0, 0.1, -0.2], [0.2, -0.2, 0.1], [0.3, 0.0, -0.1], [0.0, 0.1, 0.0], [0.0, 0.1, 0.1], [0.0, 0.1, -0.1], [0.0, 0.0, -0.1], [0.0, -0.1, -0.1], [0.0, -0.1, 0.0], [0.0, -0.2, 0.1], [-0.1, 0.0, 0.1], [0.0, -0.1, 0.1], [0.1, -0.1, 0.1], [0.1, 0.0, 0.1], [0.0, 0.0, 0.0], [0.0, 0.0, -0.1], [0.1, 0.0, 0.0]],
  "lowdin_spin": [0.1696, 0.0159, 0.0056, 0.0009, 0.0027, 0.0000, 0.0014, 0.0011, 0.0098, 0.0009, 0.0048, 0.0017, 0.0316, 0.0006, 0.0011, 0.0001, 0.0009, 0.0004, -0.0002, 0.0000, 0.0002, 0.0000, 0.0000, 0.0002, 0.0000, 0.0000, 0.0000, 0.0000, 0.0001, 0.0000, 0.0001, 0.0000, 0.0000, 0.0000, 0.0000, 0.0000, 0.0000, 0.0001, 0.0009, 0.0066, 0.0289, 0.0911, 0.0241, 0.0006, 0.0203, -0.0004, -0.0022, 0.0000, 0.0058, 0.0003, 0.0005, 0.0003, 0.0004, 0.0001, 0.0003, 0.0003, 0.0001, 0.0000, 0.0000, 0.0000, 0.0000, 0.0000, 0.0000, 0.0000, 0.0000, 0.0000, 0.0008, -0.0001, 0.0013, 0.0000, -0.0001, 0.0000, 0.0001, 0.0000, 0.0000, 0.0000, 0.0000, 0.0000, 0.0000, 0.0639, 0.2951, 0.0367, 0.0003, 0.0003, -0.0009, 0.0029, 0.0109, 0.0772, 0.0284, 0.0046, 0.0145, 0.0019, 0.0020, -0.0019, 0.0027, 0.0026, 0.0102, 0.0095, -0.0004, 0.0001, 0.0002, 0.0000, 0.0000, 0.0005, 0.0012, 0.0026, 0.0004, 0.0009, 0.0002, -0.0001, 0.0003, 0.0040]
}